Entry 1:
64
Properties=species:S:1:pos:R:3 method="wB97M-V/def2-TZVPD" e_lumo_ev=-8.10 orbital_gap_ev=5.6 charge=+2
W 1.317 0.831 -0.418
C -3.463 -1.934 -0.136
C -3.350 -0.953 0.842
C -2.401 0.051 0.713
C -1.580 0.072 -0.405
C -1.701 -0.887 -1.397
C -2.641 -1.899 -1.253
N -0.586 1.115 -0.536
C -1.078 2.425 -0.801
C -2.385 2.883 -0.702
C -2.612 4.241 -0.842
C -1.562 5.129 -1.069
C -0.263 4.664 -1.201
C -0.048 3.304 -1.087
N 1.180 2.634 -1.270
N 2.147 2.750 -0.287
C 3.386 2.373 -0.889
C 4.592 3.022 -0.829
C 5.667 2.390 -1.444
C 5.503 1.145 -2.046
C 4.263 0.543 -2.028
N 3.220 1.176 -1.474
H -4.206 -2.714 -0.038
H -4.011 -0.957 1.699
H -2.315 0.833 1.460
H -1.070 -0.843 -2.277
H -2.737 -2.651 -2.025
H -3.207 2.205 -0.516
H -3.623 4.619 -0.766
H -1.764 6.187 -1.162
H 0.560 5.334 -1.411
H 4.682 3.976 -0.329
H 6.640 2.864 -1.445
H 6.337 0.641 -2.514
H 4.083 -0.434 -2.454
S 1.888 0.500 1.828
C 0.901 -0.862 1.292
N -0.115 -1.384 2.092
N -0.345 -0.845 3.185
C -1.330 -1.287 4.086
C -2.078 -2.434 3.820
C -3.027 -2.814 4.746
C -3.219 -2.064 5.905
C -2.463 -0.922 6.153
C -1.506 -0.526 5.241
N 0.918 -1.521 0.126
N 1.786 -1.178 -0.806
C 1.573 -1.908 -2.037
C 1.305 -3.267 -1.987
C 1.081 -3.949 -3.172
C 1.126 -3.282 -4.389
C 1.395 -1.920 -4.425
C 1.621 -1.226 -3.246
H 0.186 -0.004 3.463
H -1.906 -3.003 2.917
H -3.618 -3.703 4.572
H -3.964 -2.376 6.625
H -2.617 -0.349 7.056
H -0.905 0.358 5.422
H 1.285 -3.783 -1.036
H 0.878 -5.011 -3.144
H 0.954 -3.821 -5.310
H 1.421 -1.394 -5.369
H 1.802 -0.158 -3.270

Entry 2:
76
Properties=species:S:1:pos:R:3 method="wB97M-V/def2-TZVPD" e_lumo_ev="-4.60 / -4.82" spin_multiplicity=6 orbital_gap_ev="6.9 / 6.6" charge=+1
Mn 1.278 0.480 -2.215
B -0.616 0.641 -0.646
F -0.825 0.530 -2.042
F -1.602 0.147 0.164
F 0.570 -0.097 -0.382
F -0.352 1.994 -0.424
C 0.496 -0.480 -7.944
C 1.321 -1.577 -7.660
C 1.240 -2.193 -6.409
C 0.428 -1.593 -5.479
C -0.429 -0.504 -5.710
C -0.271 0.085 -6.959
N 0.445 -2.094 -4.113
O 0.607 -3.270 -3.952
O 0.424 -1.323 -3.158
H 0.674 -0.020 -8.907
H 1.888 -2.003 -8.475
H 1.824 -3.057 -6.128
H -1.197 -0.147 -5.042
H -0.889 0.926 -7.256
C 4.530 -6.496 -1.164
C 5.301 -5.591 -0.420
C 4.857 -4.306 -0.218
C 3.701 -3.835 -0.822
C 2.972 -4.654 -1.679
C 3.420 -5.976 -1.813
N 3.365 -2.399 -0.808
O 4.209 -1.620 -0.461
O 2.264 -2.087 -1.225
H 4.881 -7.480 -1.435
H 6.170 -5.911 0.139
H 5.426 -3.554 0.317
H 2.168 -4.315 -2.311
H 2.821 -6.468 -2.570
C -3.377 1.964 3.566
C -2.169 2.203 2.911
C -1.323 3.175 3.429
C -1.585 3.722 4.673
C -2.675 3.300 5.426
C -3.586 2.425 4.850
N -0.605 4.559 5.403
O -0.738 4.730 6.579
O 0.253 5.087 4.722
H -4.029 1.201 3.156
H -1.929 1.646 2.018
H -0.415 3.394 2.886
H -2.700 3.552 6.476
H -4.426 2.099 5.449
C 3.659 3.448 3.360
C 2.479 3.122 2.689
C 2.509 2.700 1.384
C 3.725 2.537 0.729
C 4.904 2.935 1.346
C 4.870 3.290 2.688
N 3.788 2.049 -0.633
O 4.659 2.441 -1.344
O 2.922 1.233 -0.970
H 3.752 3.808 4.375
H 1.554 3.233 3.237
H 1.512 2.424 1.058
H 5.884 2.911 0.890
H 5.753 3.692 3.166
C -4.708 -0.800 0.338
C -5.799 0.029 0.060
C -6.629 0.502 1.066
C -6.544 -0.089 2.329
C -5.564 -1.035 2.555
C -4.619 -1.374 1.583
N -7.467 0.287 3.426
O -7.211 -0.135 4.530
O -8.422 0.948 3.096
H -4.125 -1.061 -0.536
H -6.008 0.397 -0.935
H -7.440 1.142 0.749
H -5.364 -1.346 3.573
H -3.863 -2.098 1.853

Entry 3:
61
Properties=species:S:1:pos:R:3 method="wB97M-V/def2-TZVPD" e_lumo_ev="-10.69 / -10.56" spin_multiplicity=2 orbital_gap_ev="6.1 / 6.3" charge=+3
Re 0.000 0.007 0.171
C -2.980 -4.642 -0.938
C -2.395 -3.670 0.037
C -2.707 -3.710 1.398
C -2.183 -2.781 2.298
C -1.341 -1.849 1.768
Br -0.494 -0.400 2.693
N -0.985 -1.768 0.470
C -1.528 -2.671 -0.382
H -3.271 -5.565 -0.440
H -2.270 -4.887 -1.726
H -3.873 -4.217 -1.401
H -3.379 -4.475 1.768
H -2.429 -2.799 3.351
H -1.231 -2.579 -1.418
C 0.062 -0.537 -4.208
C 0.209 -0.760 -2.841
N -0.094 0.161 -1.927
C -0.572 1.364 -2.363
C -0.792 1.653 -3.715
C -0.450 0.661 -4.650
C -1.340 2.930 -4.070
C -1.622 3.854 -3.124
C -1.369 3.592 -1.736
C -1.596 4.525 -0.707
C -1.296 4.181 0.587
C -0.782 2.913 0.868
N -0.556 2.011 -0.080
C -0.852 2.346 -1.367
H 0.350 -1.315 -4.901
H 0.611 -1.697 -2.474
H -0.591 0.844 -5.708
H -1.530 3.136 -5.116
H -2.046 4.811 -3.398
H -2.007 5.499 -0.939
H -1.454 4.874 1.401
H -0.536 2.625 1.879
C 4.597 -3.624 2.695
C 3.275 -3.874 2.346
C 2.567 -2.944 1.606
C 3.173 -1.749 1.212
C 4.508 -1.505 1.575
C 5.216 -2.442 2.309
Si 2.431 -0.505 0.098
C 2.184 1.283 0.530
C 2.286 2.285 -0.461
C 2.367 3.612 -0.108
C 2.339 3.970 1.242
C 2.246 3.005 2.245
C 2.161 1.674 1.892
H 5.149 -4.356 3.270
H 2.806 -4.800 2.648
H 1.541 -3.162 1.325
H 5.006 -0.583 1.291
H 6.245 -2.254 2.580
H 2.720 -0.651 -1.343
H 2.330 2.002 -1.507
H 2.480 4.377 -0.865
H 2.415 5.016 1.515
H 2.267 3.303 3.285
H 2.150 0.912 2.663

Entry 4:
78
Properties=species:S:1:pos:R:3 method="wB97M-V/def2-TZVPD" e_lumo_ev=-9.94 orbital_gap_ev=4.7 charge=+3
Zr 1.715 1.185 1.047
C -3.800 -0.167 2.263
N -2.594 0.454 1.671
C -1.374 -0.041 1.594
N -0.569 0.838 0.986
C -1.419 1.883 0.710
N -2.640 1.684 1.112
C -4.211 -1.437 1.557
C -5.026 -2.336 2.239
C -5.478 -3.482 1.602
C -5.115 -3.747 0.290
C -4.297 -2.851 -0.387
C -3.851 -1.694 0.246
C -3.905 -3.112 -1.772
N -4.202 -4.100 -2.532
N -3.558 -3.856 -3.754
C -2.927 -2.752 -3.609
O -3.096 -2.203 -2.375
C -2.060 -2.034 -4.543
C -1.742 -2.578 -5.786
C -0.887 -1.894 -6.634
C -0.331 -0.679 -6.246
C -0.661 -0.136 -5.013
C -0.074 1.167 -4.547
N 0.664 0.965 -3.272
C 0.371 1.393 -2.066
N 1.279 0.925 -1.187
C 2.120 0.184 -1.998
N 1.762 0.177 -3.245
C -1.534 -0.807 -4.172
H -4.568 0.603 2.207
H -3.583 -0.351 3.314
H -1.102 -1.019 1.957
H -1.129 2.804 0.226
H -5.319 -2.140 3.264
H -6.117 -4.174 2.133
H -5.461 -4.639 -0.216
H -3.247 -0.995 -0.320
H -2.165 -3.532 -6.072
H -0.641 -2.313 -7.599
H 0.353 -0.162 -6.908
H -0.838 1.914 -4.330
H 0.634 1.584 -5.259
H -0.479 2.020 -1.855
H 3.003 -0.322 -1.651
H -1.812 -0.381 -3.214
N 0.793 4.637 2.390
C 0.774 3.575 3.195
N 0.996 2.311 2.810
C 0.886 1.434 3.924
C 0.617 2.048 5.083
S 0.437 3.746 4.866
C 1.159 0.002 3.732
C 1.190 -0.958 4.664
S 1.728 -2.459 4.005
C 1.927 -1.727 2.472
N 1.551 -0.437 2.442
N 2.383 -2.403 1.419
H 0.965 4.576 1.402
H 0.635 5.564 2.757
H 0.518 1.612 6.064
H 0.954 -0.881 5.714
H 2.680 -3.362 1.523
H 2.737 -1.921 0.608
C 5.758 1.341 -0.150
C 4.569 1.501 0.768
O 3.478 0.647 0.433
C 4.912 1.135 2.230
F 5.758 1.980 2.780
F 3.734 1.165 2.954
F 5.375 -0.100 2.302
C 4.030 2.981 0.731
F 3.488 3.356 1.908
F 4.841 3.903 0.339
F 2.881 2.996 -0.098
H 6.025 0.288 -0.199
H 6.608 1.908 0.230
H 5.522 1.696 -1.152

Entry 5:
71
Properties=species:S:1:pos:R:3 method="wB97M-V/def2-TZVPD" e_lumo_ev="-7.18 / -7.81" spin_multiplicity=3 orbital_gap_ev="6.2 / 5.5" charge=+2
W 0.188 0.633 -0.338
C -0.709 1.364 4.059
C 0.480 1.015 4.674
C 1.578 0.741 3.876
C 1.454 0.801 2.502
N 0.277 1.072 1.899
C -0.773 1.366 2.680
C 2.610 0.710 1.589
C 3.907 0.436 1.979
C 4.921 0.489 1.031
C 4.620 0.859 -0.269
C 3.305 1.142 -0.576
N 2.319 1.019 0.313
H -1.591 1.620 4.628
H 0.562 0.978 5.752
H 2.535 0.509 4.320
H -1.697 1.598 2.176
H 4.133 0.175 3.002
H 5.936 0.248 1.314
H 5.381 0.934 -1.032
H 3.009 1.424 -1.578
C 0.530 5.273 -0.564
S 0.438 3.710 -1.415
O 0.240 2.744 -0.199
C -1.126 3.813 -2.223
C -1.128 3.580 -3.593
C -2.329 3.666 -4.279
C -3.497 3.966 -3.593
C -3.482 4.179 -2.218
C -2.290 4.099 -1.519
H -0.338 5.391 0.080
H 0.563 6.059 -1.317
H 1.452 5.259 0.014
H -0.208 3.334 -4.108
H -2.351 3.501 -5.348
H -4.431 4.042 -4.133
H -4.400 4.405 -1.694
H -2.265 4.256 -0.448
O 0.160 1.028 -2.204
O 1.088 -0.035 -1.872
Se -4.700 -1.780 1.063
Sb -4.754 -0.015 -0.643
Se -4.567 -0.721 -3.015
Se -6.031 1.882 -0.179
Se -2.167 0.664 -0.230
O 0.432 -1.063 0.359
C 0.237 -2.499 0.115
C -0.987 -2.731 -0.738
C -2.153 -3.357 -0.373
C -3.075 -3.482 -1.446
C -2.586 -2.941 -2.609
S -1.016 -2.308 -2.406
C 1.480 -3.020 -0.552
C 1.598 -4.084 -1.392
C 2.951 -4.381 -1.716
C 3.826 -3.539 -1.110
S 3.025 -2.398 -0.112
C 0.071 -3.087 1.494
C 0.550 -4.267 1.969
C 0.148 -4.523 3.310
C -0.619 -3.527 3.824
S -0.869 -2.264 2.689
H -2.302 -3.782 0.609
H -4.010 -4.021 -1.389
H -3.002 -3.017 -3.601
H 0.752 -4.643 -1.767
H 3.253 -5.176 -2.381
H 4.900 -3.524 -1.199
H 1.166 -4.932 1.381
H 0.426 -5.406 3.866
H -1.046 -3.461 4.812

Entry 6:
66
Properties=species:S:1:pos:R:3 method="wB97M-V/def2-TZVPD" e_lumo_ev=-0.52 orbital_gap_ev=7.0
Sn -0.685 -3.633 -1.192
C 1.430 0.547 3.514
N 0.706 -0.493 2.792
C -0.037 -1.468 3.583
C 0.297 -0.226 1.566
N -0.032 0.013 0.486
H 0.754 1.167 4.110
H 1.961 1.177 2.804
H 2.156 0.073 4.175
H -0.893 -1.013 4.092
H 0.638 -1.895 4.325
H -0.376 -2.265 2.924
Se -4.942 -5.036 2.041
Sb -2.540 -4.044 2.023
Se -2.657 -2.404 0.150
Se -4.595 -4.649 4.351
Se -3.545 -2.571 3.898
N 6.603 -1.498 5.587
C 5.788 -1.771 4.825
C 4.761 -2.110 3.877
C 4.022 -3.280 4.038
C 3.030 -3.600 3.129
C 2.761 -2.754 2.051
C 3.512 -1.583 1.895
C 4.506 -1.263 2.798
C 1.714 -3.040 1.120
C 0.779 -3.267 0.379
H 4.231 -3.933 4.876
H 2.450 -4.505 3.248
H 3.297 -0.933 1.055
H 5.088 -0.359 2.678
S 0.253 -1.581 -2.580
Sb -0.663 0.496 -2.225
C 0.762 1.909 -1.613
C 2.108 1.584 -1.727
C 3.069 2.506 -1.339
C 2.686 3.741 -0.834
C 1.340 4.061 -0.721
C 0.372 3.144 -1.111
C -1.141 1.163 -4.178
C -0.756 0.436 -5.298
C -1.061 0.910 -6.568
C -1.748 2.105 -6.719
C -2.136 2.832 -5.601
C -1.834 2.361 -4.332
C -2.527 0.759 -1.304
C -2.679 1.384 -0.072
C -3.949 1.531 0.464
C -5.055 1.046 -0.220
C -4.900 0.432 -1.454
C -3.635 0.296 -2.006
H 2.403 0.610 -2.103
H 4.119 2.258 -1.430
H 3.438 4.458 -0.532
H 1.042 5.025 -0.328
H -0.678 3.400 -1.016
H -0.228 -0.502 -5.179
H -0.763 0.342 -7.440
H -1.986 2.471 -7.709
H -2.677 3.762 -5.717
H -2.153 2.929 -3.464
H -1.813 1.722 0.479
H -4.073 2.011 1.426
H -6.042 1.145 0.213
H -5.762 0.048 -1.984
H -3.519 -0.180 -2.973

Entry 7:
63
Properties=species:S:1:pos:R:3 method="wB97M-V/def2-TZVPD" e_lumo_ev=-2.33 orbital_gap_ev=8.4 charge=+1
Zn 0.105 0.055 0.162
N 1.916 0.725 2.647
P 2.120 1.258 1.026
C 3.909 1.239 0.852
C 4.697 2.166 1.537
C 6.076 2.120 1.415
C 6.669 1.165 0.595
C 5.889 0.252 -0.100
C 4.507 0.288 0.028
C 1.641 3.003 1.068
C 1.658 3.704 -0.137
C 1.237 5.024 -0.178
C 0.787 5.647 0.981
C 0.762 4.951 2.179
C 1.190 3.628 2.224
C 0.943 -0.150 3.083
C 0.878 -0.524 4.433
C -0.126 -1.364 4.839
C -1.065 -1.831 3.913
C -0.925 -1.427 2.612
N 0.067 -0.616 2.193
H 2.621 0.967 3.328
H 4.235 2.937 2.143
H 6.689 2.838 1.944
H 7.746 1.141 0.493
H 6.354 -0.483 -0.743
H 3.894 -0.427 -0.509
H 1.988 3.222 -1.052
H 1.249 5.565 -1.115
H 0.450 6.675 0.946
H 0.403 5.431 3.080
H 1.146 3.081 3.158
H 1.607 -0.137 5.134
H -0.195 -1.653 5.880
H -1.882 -2.475 4.203
H -1.630 -1.742 1.851
N -5.335 7.882 2.409
C -4.786 6.934 2.062
C -4.090 5.741 1.630
C -3.578 4.857 2.577
C -2.897 3.728 2.161
C -2.718 3.469 0.800
C -3.248 4.355 -0.138
C -3.930 5.487 0.272
C -1.958 2.324 0.371
C -1.286 1.372 0.034
H -3.718 5.061 3.629
H -2.493 3.034 2.887
H -3.115 4.153 -1.193
H -4.339 6.175 -0.455
C -2.236 -2.038 -1.614
N -1.577 -2.973 -0.695
C -2.192 -4.026 -0.033
C -1.248 -4.636 0.712
N -0.079 -3.933 0.497
C -0.277 -2.923 -0.365
S 0.917 -1.823 -0.945
H -3.273 -2.342 -1.711
H -1.744 -2.072 -2.582
H -2.187 -1.025 -1.218
H -3.237 -4.246 -0.161
H -1.305 -5.488 1.365
H 0.827 -4.134 0.888